[1]
122
Properties=species:S:1:pos:R:3 method="wB97M-V/def2-TZVPD" charge=+1 homo_energy_ev=-9.8 gap_ev=6.70
Ti -0.757 -0.327 -0.357
S -2.504 -1.667 -0.942
As -4.030 -0.187 -0.150
S -1.433 1.790 -1.301
S -2.149 1.493 0.552
S -4.960 0.646 -1.778
C 2.197 -1.840 -8.027
S 3.265 -2.032 -6.571
C 2.477 -3.457 -5.736
C 1.404 -3.048 -4.737
C 1.968 -2.031 -3.747
N 1.064 -1.631 -2.676
P 1.243 -2.107 -1.023
C 1.062 -3.920 -1.154
C 2.054 -4.752 -1.666
C 1.801 -6.102 -1.834
C 0.561 -6.625 -1.505
C -0.429 -5.802 -0.992
C -0.177 -4.454 -0.812
C 3.059 -1.914 -0.804
C 3.706 -0.836 -1.406
C 5.068 -0.651 -1.245
C 5.803 -1.538 -0.475
C 5.168 -2.606 0.137
C 3.806 -2.791 -0.019
P -0.196 -0.487 -2.816
C 0.435 0.742 -4.019
C 0.420 0.447 -5.381
C 0.894 1.365 -6.298
C 1.367 2.594 -5.868
C 1.380 2.898 -4.517
C 0.929 1.971 -3.592
C -1.518 -1.239 -3.807
C -1.707 -2.617 -3.816
C -2.762 -3.155 -4.527
C -3.649 -2.319 -5.189
C -3.497 -0.942 -5.127
C -2.436 -0.396 -4.429
H 2.561 -0.961 -8.549
H 1.167 -1.692 -7.719
H 2.291 -2.713 -8.665
H 3.292 -3.978 -5.234
H 2.071 -4.106 -6.509
H 1.060 -3.937 -4.206
H 0.549 -2.622 -5.265
H 2.263 -1.136 -4.306
H 2.869 -2.452 -3.288
H 3.018 -4.346 -1.930
H 2.575 -6.747 -2.222
H 0.369 -7.678 -1.642
H -1.395 -6.207 -0.733
H -0.950 -3.801 -0.420
H 3.151 -0.155 -2.045
H 5.560 0.182 -1.725
H 6.866 -1.399 -0.351
H 5.732 -3.304 0.739
H 3.331 -3.635 0.462
H 0.011 -0.494 -5.718
H 0.883 1.127 -7.351
H 1.713 3.318 -6.591
H 1.726 3.865 -4.185
H 0.920 2.223 -2.536
H -1.035 -3.253 -3.251
H -2.900 -4.226 -4.550
H -4.472 -2.747 -5.741
H -4.208 -0.291 -5.612
H -2.317 0.678 -4.361
O 1.145 0.552 -0.095
H 1.462 1.350 0.481
H 1.650 0.658 -0.921
Cl 3.221 -2.274 3.858
C 1.710 -2.986 3.278
Cl 1.275 -2.342 1.675
H 0.909 -2.723 3.968
H 1.832 -4.064 3.185
N -3.069 -1.431 6.247
C -1.894 -0.879 5.882
O -1.114 -0.374 6.658
C -1.595 -0.924 4.410
C -2.142 -1.825 3.505
C -1.817 -1.707 2.164
N -0.999 -0.767 1.682
C -0.415 0.056 2.566
C -0.681 0.008 3.916
H -3.350 -1.364 7.212
H -3.758 -1.720 5.576
H -2.798 -2.624 3.813
H -2.242 -2.396 1.440
H 0.277 0.795 2.173
H -0.199 0.684 4.606
C 1.245 6.521 3.763
C -0.083 6.360 4.497
C -0.385 4.928 4.942
C -0.773 3.961 3.820
N 0.364 3.574 3.011
C 0.677 3.702 1.722
S 2.124 2.914 1.263
N 0.015 4.355 0.775
C -1.042 5.348 0.847
C -0.777 6.521 -0.108
C -1.503 6.399 -1.449
C -0.966 5.271 -2.319
H 1.441 7.573 3.573
H 1.250 6.008 2.806
H 2.063 6.132 4.364
H -0.901 6.733 3.875
H -0.051 6.981 5.393
H -1.214 4.951 5.650
H 0.484 4.526 5.467
H -1.561 4.372 3.195
H -1.163 3.044 4.277
H 1.101 3.117 3.535
H 0.414 4.254 -0.151
H -1.083 5.733 1.863
H -2.000 4.875 0.598
H 0.300 6.615 -0.272
H -1.108 7.440 0.382
H -1.395 7.345 -1.980
H -2.569 6.244 -1.268
H 0.097 5.402 -2.508
H -1.476 5.258 -3.278
H -1.128 4.302 -1.854

[2]
70
Properties=species:S:1:pos:R:3 method="wB97M-V/def2-TZVPD" spin_multiplicity=8 charge=+3 homo_energy_ev="-17.2 / -17.2" s2=16.0894 gap_ev="7.42 / 5.18"
Gd 0.447 0.497 -0.411
P -0.395 -1.675 2.063
P 2.747 -1.070 0.094
P -0.585 -1.838 -1.360
H -1.599 3.743 1.458
C -2.366 3.025 1.115
C -2.585 1.839 1.693
H -2.052 1.526 2.599
C -0.417 -1.503 3.896
C 0.497 -3.282 2.150
C -2.115 -2.341 2.055
C 3.682 0.093 -0.977
C 3.724 -1.023 1.637
C 3.082 -2.720 -0.566
C -2.389 -1.645 -1.641
C -0.418 -3.639 -1.202
C 0.162 -1.520 -3.013
H -2.961 3.347 0.246
H -3.301 1.112 1.290
H -0.954 -0.592 4.167
H 0.602 -1.493 4.291
H -0.946 -2.364 4.321
H 1.529 -3.099 2.461
H 0.496 -3.787 1.184
H -0.003 -3.916 2.890
H -2.783 -1.505 2.290
H -2.191 -3.102 2.842
H -2.381 -2.771 1.088
H 4.673 -0.327 -1.150
H 3.820 1.086 -0.528
H 3.208 0.221 -1.962
H 4.775 -1.277 1.447
H 3.334 -1.747 2.362
H 3.710 -0.028 2.102
H 4.157 -2.895 -0.645
H 2.651 -2.850 -1.562
H 2.674 -3.493 0.092
H -2.632 -1.876 -2.686
H -2.707 -0.615 -1.422
H -2.926 -2.335 -0.979
H -0.759 -4.113 -2.129
H -1.038 -4.012 -0.379
H 0.625 -3.926 -1.025
H -0.533 -1.933 -3.758
H 1.130 -2.039 -3.050
H 0.353 -0.460 -3.244
C -1.903 2.389 -3.334
C -1.364 2.592 -4.632
C -2.038 3.329 -5.619
C -3.300 3.890 -5.329
C -3.922 3.555 -4.115
C -3.252 2.780 -3.155
S -1.111 1.418 -2.144
H -0.239 2.205 -1.161
H -0.403 2.157 -4.886
H -1.597 3.492 -6.610
H -3.829 4.505 -6.081
H -4.952 3.901 -3.930
H -3.779 2.475 -2.260
C 1.325 1.288 4.551
N 1.966 2.178 3.604
C 1.889 2.206 2.264
N 2.597 3.208 1.699
O 1.179 1.440 1.525
H 1.518 1.674 5.555
H 0.240 1.260 4.429
H 1.747 0.281 4.505
H 2.558 2.895 3.994
H 2.583 3.311 0.697
H 3.046 3.893 2.286

The largest force on an atom results, record by record, are as follows: 2.661, 4.401 eV Å⁻¹.
The energy relative to the best compared isomer or geometry (same formula, charge and spin) results, record by record, are as follows: 108.2, 140.4 kJ/mol.